[1]
C47H52BiI2N10O4S2Se as an isolated structure, computed with the ωB97M-V functional and the def2-TZVPD basis.

Summary:
total charge	-1
HOMO-LUMO gap	5.11	eV
electronic energy	-6678.628833	a.u.
E_HOMO	-4.385	eV
strongest force on any atom	0.753	eV/A
LUMO	0.0265	Ha

Geometry as XYZ:
```
119
Properties=species:S:1:pos:R:3:forces:R:3
Bi -1.959 -0.224 0.480 0.629 -0.246 0.334
I -4.224 0.791 -1.304 -0.444 0.278 -0.293
I -5.962 1.165 -3.318 -0.227 0.052 -0.193
Se 0.883 -4.045 -0.074 0.030 -0.060 -0.174
S -0.950 2.884 -1.041 0.060 0.030 0.024
S 2.196 -2.511 5.184 0.162 -0.053 0.023
O -3.861 -0.477 2.058 -0.298 -0.408 0.164
O -4.516 -2.282 3.775 0.043 0.073 -0.117
O 2.865 -0.283 -3.964 0.074 -0.167 -0.035
O -2.968 1.428 2.737 0.252 0.087 -0.030
N 2.260 1.707 -4.823 -0.098 -0.076 -0.152
N 1.131 4.373 -0.284 0.212 -0.083 -0.101
N 1.043 -3.877 -2.942 0.187 0.036 -0.063
N -0.978 -4.227 -2.213 0.147 -0.058 0.172
N -3.049 -3.362 -0.445 -0.033 0.122 0.094
N -1.346 -0.471 -2.964 0.183 -0.141 0.387
N -0.098 -2.951 9.133 0.044 0.000 -0.073
N -0.812 4.684 0.916 -0.012 -0.097 0.051
N 0.118 -0.555 -0.102 -0.195 -0.078 -0.083
N -1.057 -0.826 2.432 -0.075 -0.375 -0.041
C -0.097 0.118 2.978 -0.165 0.052 -0.121
C -1.516 -0.592 -5.347 0.044 -0.002 0.025
C 0.603 0.939 1.785 -0.002 0.013 0.131
C -4.065 -1.432 4.709 0.014 -0.066 0.048
C -3.128 0.246 6.742 -0.020 -0.114 0.002
C -3.581 -0.153 4.397 0.022 -0.066 0.042
C -0.062 -0.144 -3.087 -0.113 0.169 -0.147
C 0.964 0.010 0.655 0.584 -0.227 0.040
C 0.514 -3.904 -5.405 -0.085 -0.016 -0.043
C 1.059 -3.917 7.265 0.079 -0.088 -0.039
C 0.540 0.035 -4.324 0.231 0.083 -0.111
C 2.399 -0.346 0.512 -0.400 0.190 0.031
C 3.665 2.091 -4.870 -0.025 0.146 0.051
C 0.308 -4.043 -1.805 -0.101 0.001 0.018
C 1.725 1.756 2.317 -0.070 0.043 -0.061
C -2.134 -4.338 -4.460 -0.040 -0.003 -0.049
C 1.978 0.457 -4.363 -0.054 0.099 0.150
C 4.414 1.477 -6.042 0.060 -0.049 -0.069
C -0.581 6.102 1.146 -0.090 0.074 -0.106
C -1.848 -4.286 -5.820 0.052 0.056 -0.030
C 0.225 -3.969 -4.054 0.073 0.026 0.007
C -3.116 0.661 5.426 -0.004 0.125 -0.020
C 0.383 -4.001 8.472 0.005 -0.021 0.024
C -4.073 -1.859 6.041 0.004 0.018 -0.024
C 1.262 2.706 -5.183 0.040 0.006 0.256
C 0.756 -1.569 7.365 0.011 0.124 -0.131
C 3.338 0.312 1.196 0.123 0.236 0.216
C 1.870 3.792 -1.392 -0.011 0.007 -0.037
C -2.588 -2.370 -0.076 -0.019 0.206 0.014
C 0.886 -0.512 3.918 0.210 0.164 -0.010
C -3.468 0.318 2.986 -0.163 0.179 -0.094
C -0.197 -0.199 -5.475 -0.038 -0.103 0.004
C 0.095 -1.761 8.564 -0.081 0.036 0.058
C 1.261 -2.671 6.689 -0.103 -0.048 0.020
C -0.549 -4.076 -6.286 -0.027 0.029 0.073
C 2.997 1.432 2.084 0.096 -0.175 -0.281
C 1.993 4.838 0.795 -0.042 -0.012 0.028
C -2.128 4.220 1.348 0.064 0.017 -0.051
C 1.174 2.983 -6.674 0.040 0.016 -0.127
C -0.167 4.028 -0.090 -0.213 -0.024 0.046
C -2.045 -0.696 -4.068 -0.222 0.028 -0.048
C 2.470 -3.637 -3.005 -0.140 0.044 0.098
C -3.608 -1.029 7.041 0.013 0.069 0.012
C 0.971 -1.833 4.084 -0.237 -0.137 -0.072
C -1.073 -4.186 -3.587 0.077 0.070 0.102
C 0.086 -2.728 3.374 0.124 0.056 0.257
C -0.859 -2.171 2.591 -0.086 0.234 0.038
H 0.147 -3.797 3.492 0.030 -0.041 -0.011
H -1.556 -2.810 2.068 -0.037 -0.024 -0.033
H -4.372 -1.820 2.906 -0.042 -0.030 0.045
H -2.125 3.162 1.599 0.018 0.028 -0.009
H 2.623 -1.156 -0.168 -0.001 -0.049 -0.012
H 1.219 3.673 -2.254 0.043 0.030 0.040
H -0.208 1.596 1.444 0.104 0.095 -0.069
H -2.880 4.384 0.572 -0.025 0.039 0.016
H 2.663 -2.628 -3.375 0.037 -0.039 -0.021
H 1.484 2.598 2.956 -0.061 -0.010 0.080
H -4.438 -2.854 6.254 0.001 -0.011 0.013
H 2.377 5.842 0.599 0.013 0.001 -0.015
H 0.255 -0.095 -6.453 0.040 0.031 -0.034
H -0.284 6.313 2.176 0.001 -0.033 0.014
H -0.298 -0.904 9.099 -0.038 0.015 0.029
H 0.185 6.478 0.474 -0.040 0.033 0.012
H 2.271 2.809 -1.123 -0.002 -0.027 -0.015
H 0.965 2.071 -7.234 -0.031 -0.039 0.018
H -3.609 -1.376 8.067 -0.006 -0.039 0.015
H -1.741 -4.208 -1.540 -0.038 -0.046 -0.116
H 1.521 3.628 -4.652 -0.046 0.009 -0.037
H 4.380 0.035 1.095 0.026 0.019 -0.005
H 1.571 0.145 4.441 -0.051 0.017 -0.023
H 5.443 1.838 -6.069 0.025 0.003 0.029
H 2.932 -4.382 -3.655 0.046 0.019 -0.018
H 0.873 -0.575 6.955 -0.016 -0.002 0.000
H 2.104 3.403 -7.060 0.025 -0.003 0.027
H 3.941 1.737 -6.990 -0.021 0.008 -0.008
H -0.364 -4.039 -7.351 -0.011 -0.001 -0.035
H -3.090 -0.947 -3.924 -0.015 -0.061 -0.006
H 4.132 1.793 -3.931 0.026 -0.019 -0.015
H 2.832 4.148 0.892 0.031 -0.006 0.013
H 1.521 -3.729 -5.757 0.021 0.013 -0.014
H -0.655 0.908 3.498 -0.003 -0.031 0.093
H 0.217 -4.972 8.924 -0.018 -0.020 0.041
H 2.696 4.462 -1.634 0.048 0.002 -0.029
H 0.300 2.387 -4.789 -0.028 -0.005 -0.037
H 3.799 2.009 2.530 0.032 -0.018 0.017
H -2.742 1.638 5.147 0.010 0.012 0.008
H 1.454 4.844 1.737 0.026 -0.033 0.005
H -2.125 -0.806 -6.213 -0.036 -0.018 -0.005
H -2.654 -4.407 -6.531 -0.015 -0.006 -0.026
H 1.418 -4.811 6.774 -0.002 -0.007 -0.014
H 0.490 0.017 -2.168 -0.033 -0.092 -0.027
H 3.691 3.182 -4.927 0.030 -0.013 -0.014
H -2.387 4.783 2.243 -0.056 -0.022 0.035
H -1.508 6.645 0.940 0.018 0.017 0.007
H 0.377 3.697 -6.878 -0.018 0.023 0.019
H -3.140 -4.492 -4.098 -0.023 -0.014 0.019
H 2.861 -3.739 -1.995 0.005 -0.002 -0.009
H -2.762 0.892 7.527 0.021 0.032 0.039
H 4.434 0.392 -5.949 -0.019 0.011 0.010
```
Forces are in eV/Å.

***

[2]
A 9-piece molecular cluster, C47H52ClN3O12 overall at a distorted geometry, computed with the ωB97M-V functional and the def2-TZVPD basis.

Summary:
HOMO-LUMO gap	7.05	eV
electronic energy	-3348.913122	a.u.
E_HOMO	-7.406	eV
strongest force on any atom	14.384	eV/A
LUMO	-0.0130	Ha

Geometry as XYZ:
```
115
Properties=species:S:1:pos:R:3:forces:R:3
Cl 4.154 -2.738 -0.990 -0.591 -0.020 -0.164
O -4.014 1.830 -2.494 0.895 -1.789 0.285
O 1.374 3.296 -3.732 -0.161 -0.927 -1.294
O 5.036 6.636 -1.183 -1.988 -0.725 0.572
O -3.143 2.275 0.501 6.737 -1.015 9.728
O 4.876 4.190 2.490 -4.396 1.486 -0.299
O -4.356 -0.632 5.092 6.678 -3.493 -0.576
O 2.991 -2.760 -4.370 -0.369 -0.585 0.521
O -2.212 -4.733 -5.213 -2.460 -1.422 -2.298
O -2.924 -3.549 -1.839 -3.991 1.026 1.439
O 1.761 -0.424 3.581 -7.638 11.205 -3.324
O -3.778 -5.012 1.692 2.035 -3.235 1.265
O 0.732 6.090 1.804 -0.883 3.400 -0.740
N 0.649 0.261 -0.490 1.872 -3.936 0.253
N 2.676 -2.902 3.792 -1.866 -2.847 -0.427
N -0.903 -0.658 0.779 -0.219 -0.201 -0.520
C -1.915 4.291 -0.260 4.240 1.123 13.699
C 3.724 0.783 3.806 5.563 3.112 -0.408
C 1.208 -4.154 -3.660 -0.867 -0.080 -0.504
C 1.147 -0.962 0.091 -2.171 1.975 0.184
C -3.620 0.454 -2.318 -2.699 0.708 0.579
C -4.536 -0.264 -1.525 1.021 -2.136 0.630
C -2.180 -1.388 -2.581 3.294 -1.445 -1.202
C 2.181 -4.575 2.053 -3.228 -0.716 4.195
C 1.422 0.929 -1.554 -9.152 -0.611 -2.859
C -0.368 5.380 1.365 -1.166 -2.943 0.601
C 1.881 1.904 2.933 -2.078 0.699 -3.769
C 1.120 -5.077 2.847 -0.068 1.437 1.851
C 4.035 3.129 2.755 0.966 -2.550 1.909
C 1.050 -2.815 -5.653 -3.853 1.165 -3.913
C -3.164 -2.659 4.638 -1.465 -1.505 -1.804
C 4.650 2.012 3.476 -5.413 -1.973 -0.765
C -0.733 4.324 2.275 -0.213 1.650 0.732
C -2.343 3.327 0.798 0.463 2.711 -3.989
C -3.137 -2.216 -2.031 -1.317 -0.387 2.313
C 0.783 -4.466 4.130 6.197 0.854 -5.835
C 1.643 -3.463 4.544 -0.371 2.448 0.055
C -0.951 5.391 0.067 -1.247 -3.958 3.260
C 2.880 -3.529 2.581 -0.034 1.215 1.657
C -4.266 -1.737 -1.357 -0.266 4.348 -1.175
C 4.112 5.754 -1.908 0.926 1.378 1.132
C 1.722 -3.268 -4.630 3.228 -0.290 4.211
C 2.441 0.725 3.353 1.397 -0.795 2.046
C -2.143 -0.756 1.544 -1.163 -3.704 -1.581
C 2.232 4.206 -3.210 -0.101 -0.723 1.696
C -3.028 -3.937 3.661 -0.961 6.146 3.704
C -0.088 -4.665 -3.857 0.594 2.704 -3.197
C 2.807 5.624 -1.359 2.189 -2.350 -4.732
C -0.951 -4.303 -5.021 3.978 2.694 -0.796
C 0.175 -1.451 0.896 2.145 -1.895 2.047
C 1.444 0.210 -2.913 1.269 3.926 0.749
C -1.832 3.428 2.061 3.310 2.591 -1.354
C -2.484 -0.096 -2.896 -1.711 0.696 1.499
C 4.490 5.096 -3.125 1.011 -0.156 0.991
C 3.524 4.263 -3.664 -0.195 1.982 1.142
C -0.348 -3.326 -5.907 3.038 -1.445 3.166
C -3.782 -4.020 2.574 -3.935 1.715 -2.102
C 1.878 4.798 -2.021 0.501 1.686 1.674
C -4.198 -1.770 4.283 1.227 -0.479 0.663
C 2.622 3.079 2.500 0.976 -2.775 1.887
C -5.020 -2.003 3.138 -0.097 -0.716 -0.526
C -4.896 -3.124 2.314 1.493 2.074 1.910
C -0.636 0.274 -0.124 -0.159 1.484 -0.045
H 5.512 5.005 -3.682 -1.815 0.846 1.742
H -1.061 -1.798 -2.738 -2.784 0.728 -0.147
H -5.156 -0.299 5.089 -6.444 2.401 -0.329
H 2.031 -1.412 -0.176 2.497 -0.591 -0.483
H 5.699 1.980 3.711 0.109 0.062 0.177
H -0.117 4.391 3.253 -1.425 -0.554 -1.587
H -2.041 2.736 2.779 -0.773 -1.794 1.849
H 0.066 -4.765 4.701 -4.404 -1.881 3.271
H -0.392 5.948 -0.606 0.034 1.235 -1.803
H -2.145 -1.740 2.244 0.142 2.729 -1.564
H 2.111 -1.147 3.769 6.275 -9.701 2.563
H 1.876 0.593 -3.837 0.997 0.910 0.854
H 0.345 -2.215 1.749 -0.736 1.236 -1.909
H -0.693 -3.179 -6.874 -1.232 0.632 -1.467
H 0.927 4.686 -1.484 0.201 -0.295 -0.841
H 4.650 6.940 -0.266 0.776 -1.253 -2.847
H 1.860 -0.628 -2.680 2.486 -5.748 0.613
H -2.641 -4.828 -6.206 2.523 0.727 3.655
H 0.529 -5.910 2.516 -0.178 -0.250 -0.247
H 4.225 -0.048 4.364 -0.673 0.705 -0.736
H 2.296 1.231 -1.578 8.928 2.162 2.781
H 2.311 -5.122 1.207 1.151 -0.650 -2.692
H 1.900 -4.356 -2.773 -1.428 -0.116 -1.158
H -3.315 2.219 -3.017 0.151 0.491 -0.291
H 1.263 -2.868 5.459 1.349 -0.954 -1.244
H 0.798 1.700 2.470 2.102 1.127 1.283
H -5.584 -3.237 1.467 0.467 -0.212 0.392
H 2.573 6.292 -0.655 -1.125 1.911 3.161
H -3.655 2.271 -0.147 -6.784 0.818 -9.333
H -1.414 0.925 -0.456 0.001 0.596 -0.124
H -0.324 -5.358 -3.179 -1.735 -2.698 2.425
H -3.005 -0.818 0.783 1.221 -0.159 1.261
H -5.312 0.362 -0.984 0.780 -1.333 -0.780
H 0.515 7.104 1.770 0.681 -2.850 0.027
H 0.533 0.130 -3.220 -5.972 -1.325 -1.656
H 3.796 3.751 -4.495 0.510 -1.690 -2.448
H -2.493 -4.683 4.055 2.427 -2.732 0.810
H 3.287 -3.067 -3.465 -0.104 0.622 -0.911
H -2.191 0.178 1.960 -0.727 1.868 2.078
H -2.632 -2.435 5.650 -0.708 -0.934 -2.240
H -1.944 0.616 -3.433 1.675 0.484 -0.914
H -2.098 -3.648 -2.142 5.093 -1.659 -1.877
H -4.837 -2.387 -0.699 -0.031 0.204 -0.354
H -5.796 -1.292 2.878 -0.045 0.122 0.253
H 5.757 3.979 2.398 2.790 -1.283 -0.180
H 0.497 3.657 -3.711 -0.650 0.213 0.010
H 1.566 -1.997 -6.286 -1.210 -1.623 0.784
H 0.909 1.842 -1.737 -0.815 0.992 0.099
H -2.072 4.361 -1.140 -3.133 -0.350 -11.173
H 3.613 -3.140 1.952 1.489 0.995 -0.717
H -4.043 -4.812 0.825 -0.604 0.869 -1.518
H 2.018 3.812 2.048 -0.072 1.143 -0.566
```
Forces are in eV/Å.